1.
DFT (wB97M-V/def2-TZVPD) results for a cluster of 2 separate species, C4H11O3P in total at a distorted geometry.

The energy relative to the best compared isomer or geometry (same formula, charge and spin) comes out at 136.60 kcal/mol. The total energy comes out at -19752.6997 eV. The orbital gap (alpha / beta) comes out at 8.17 / 7.29 eV. The molecular weight comes out at 138.1 g/mol. The calculation puts the HOMO energy (alpha / beta) at -8.48 / -7.70 eV.

The geometry in ORCA input format:
```
! RIJCOSX wB97M-V def2-TZVPD def2/J DEFGRID3
* xyz 0 1
C 2.02 -0.08 0.02
C -0.96 -1.88 -0.68
C 1.25 1.19 0.56
C -0.25 1.12 0.24
O -1.25 -0.90 1.99
O -3.95 1.07 -0.06
O -3.33 -0.05 -0.65
P -1.04 -0.51 0.57
H 1.67 -0.84 0.69
H 1.86 -0.21 -0.95
H 3.06 0.06 0.25
H -1.19 -2.78 -0.10
H -1.64 -1.63 -1.47
H -0.09 -2.06 -1.34
H 1.67 2.16 0.09
H 1.27 1.42 1.68
H -0.73 1.80 0.91
H -0.40 1.37 -0.76
H -4.52 0.81 0.66
*
```

2.
DFT (wB97M-V/def2-TZVPD) results for an isolated molecule of C25H23NO4.

The energy relative to the best compared isomer or geometry (same formula, charge and spin) comes out at 22.14 kcal/mol. The total energy comes out at -35978.8354 eV. The orbital gap comes out at 8.37 eV. The molecular weight comes out at 401.5 g/mol. The calculation puts the HOMO energy at -8.44 eV. The SMILES is COc1ccccc1/C=C(/C(=O)OCC(=O)Nc1ccccc1C)c1ccccc1.

The geometry in ORCA input format:
```
! RIJCOSX wB97M-V def2-TZVPD def2/J DEFGRID3
* xyz 0 1
C -2.52 -1.95 1.81
H -2.37 -2.04 2.89
O -1.31 -1.63 1.15
C -0.30 -2.55 1.14
C -0.33 -3.74 1.86
C 0.74 -4.62 1.80
C 1.84 -4.33 1.01
C 1.88 -3.14 0.30
C 0.83 -2.23 0.36
C 0.80 -1.00 -0.40
C 1.83 -0.28 -0.90
C 3.26 -0.53 -0.67
C 3.75 -0.60 0.64
C 5.09 -0.80 0.87
C 5.97 -0.93 -0.20
C 5.49 -0.86 -1.49
C 4.15 -0.65 -1.73
H 3.78 -0.59 -2.74
H 6.17 -0.96 -2.33
H 7.02 -1.09 -0.01
H 5.46 -0.85 1.88
H 3.06 -0.49 1.47
C 1.51 0.90 -1.74
O 2.16 1.31 -2.67
O 0.36 1.48 -1.33
C -0.18 2.54 -2.11
C -1.65 2.75 -1.73
O -2.42 3.32 -2.47
N -1.93 2.26 -0.49
C -3.15 2.19 0.19
C -4.36 2.47 -0.44
C -5.54 2.35 0.26
C -5.53 1.96 1.59
C -4.33 1.70 2.21
C -3.12 1.82 1.54
C -1.82 1.55 2.25
H -1.30 0.70 1.81
H -1.17 2.43 2.20
H -2.01 1.33 3.29
H -4.32 1.41 3.25
H -6.46 1.86 2.14
H -6.48 2.56 -0.24
H -4.36 2.77 -1.47
H -1.15 1.84 -0.01
H -0.10 2.31 -3.17
H 0.38 3.46 -1.92
H -0.20 -0.64 -0.61
H 2.73 -2.93 -0.33
H 2.66 -5.02 0.95
H 0.70 -5.54 2.36
H -1.18 -3.99 2.47
H -3.19 -1.12 1.60
H -2.95 -2.87 1.42
*
```

3.
DFT (wB97M-V/def2-TZVPD) results for the ion C21H33N2O with charge +1.

The energy relative to the best compared isomer or geometry (same formula, charge and spin) comes out at 3.42 kcal/mol. The total energy comes out at -27336.0402 eV. The orbital gap comes out at 9.15 eV. The molecular weight comes out at 329.5 g/mol. The calculation puts the HOMO energy at -11.25 eV. The SMILES is CC1CCN(C(=O)[C@H]2CC[N@H+](CCCc3ccccc3)CC2)CC1.

The geometry in ORCA input format:
```
! RIJCOSX wB97M-V def2-TZVPD def2/J DEFGRID3
* xyz 1 1
C -6.21 -2.49 0.56
H -7.22 -2.21 0.26
H -5.97 -1.97 1.48
C -5.22 -2.17 -0.56
C -3.79 -2.58 -0.21
C -3.16 -1.64 0.82
N -3.21 -0.27 0.33
C -2.08 0.35 0.02
O -0.97 -0.16 0.28
C -2.11 1.73 -0.64
H -3.07 1.89 -1.13
C -1.01 1.84 -1.71
H -0.81 0.85 -2.12
H -1.35 2.47 -2.53
C 0.28 2.43 -1.13
N 0.42 1.97 0.26
C -0.54 2.70 1.11
H -0.65 2.15 2.05
C -1.90 2.84 0.41
H -1.97 3.80 -0.09
H -2.70 2.80 1.16
H -0.14 3.69 1.34
C 1.79 2.00 0.79
C 2.64 0.85 0.25
H 2.12 -0.10 0.45
H 2.78 0.94 -0.82
C 4.01 0.82 0.93
C 4.83 -0.32 0.38
C 5.66 -0.12 -0.72
C 6.40 -1.17 -1.24
C 6.31 -2.43 -0.67
C 5.48 -2.64 0.42
C 4.75 -1.58 0.94
H 4.11 -1.75 1.80
H 5.41 -3.61 0.87
H 6.88 -3.25 -1.07
H 7.04 -1.01 -2.09
H 5.74 0.86 -1.16
H 3.89 0.70 2.01
H 4.52 1.77 0.75
H 2.25 2.96 0.54
H 1.74 1.92 1.88
H 0.04 0.94 0.26
H 1.14 2.09 -1.71
H 0.27 3.52 -1.15
C -4.57 0.18 0.12
H -5.10 0.07 1.07
C -5.24 -0.69 -0.95
H -4.71 -0.55 -1.90
H -6.27 -0.35 -1.09
H -4.61 1.23 -0.16
H -3.71 -1.68 1.77
H -2.12 -1.91 1.01
H -3.17 -2.56 -1.11
H -3.77 -3.59 0.19
H -5.53 -2.75 -1.44
H -6.20 -3.56 0.76
*
```

4.
DFT (wB97M-V/def2-TZVPD) results for a structure of composition C3F13K5N2O17S7 at a distorted geometry.

The total energy comes out at -233701.7648 eV. The orbital gap comes out at 5.19 eV. The molecular weight comes out at 1003.0 g/mol. The calculation puts the HOMO energy at -8.46 eV.

The geometry in ORCA input format:
```
! RIJCOSX wB97M-V def2-TZVPD def2/J DEFGRID3
* xyz 0 1
K -1.57 4.57 -2.32
K 0.27 -0.99 2.71
K -3.18 -2.23 -2.34
K -3.87 0.11 3.28
K -5.99 2.23 -1.21
N 3.33 2.87 -3.16
S 3.72 4.35 -3.82
O 2.97 5.44 -3.29
O 4.09 4.28 -5.18
F 5.13 4.50 -3.10
S 1.95 2.67 -3.88
O 1.96 2.48 -5.29
O 0.79 3.36 -3.35
F 1.65 1.17 -3.39
N 1.60 -4.40 -1.08
S 2.25 -3.21 -1.92
O 2.86 -2.17 -1.17
O 1.57 -2.87 -3.14
F 3.51 -4.01 -2.49
S 0.22 -3.65 -0.69
O -0.83 -3.72 -1.65
O 0.30 -2.49 0.13
F -0.29 -4.80 0.29
C -3.25 -4.51 2.52
F -3.40 -4.29 3.84
F -2.08 -5.08 2.29
F -4.23 -5.31 2.11
S -3.40 -2.88 1.67
O -4.79 -2.52 1.92
O -2.44 -2.00 2.34
O -3.12 -3.07 0.27
C -1.22 0.61 -0.58
F -0.86 1.00 -1.78
F -1.91 -0.57 -0.69
F -0.23 0.34 0.23
S -2.38 1.86 0.22
O -2.30 1.61 1.64
O -1.83 3.15 -0.15
O -3.72 1.57 -0.32
C 2.80 1.71 4.49
F 3.97 1.21 4.10
F 2.02 0.64 4.79
F 2.97 2.47 5.56
S 1.88 2.56 3.09
O 2.74 3.61 2.65
O 1.67 1.47 2.13
O 0.64 2.96 3.72
*
```

5.
DFT (wB97M-V/def2-TZVPD) results for an isolated molecule of C2H2N2O2 at a distorted geometry.

The energy relative to the best compared isomer or geometry (same formula, charge and spin) comes out at 73.35 kcal/mol. The total energy comes out at -9178.6054 eV. The orbital gap comes out at 9.75 eV. The molecular weight comes out at 86.0 g/mol. The calculation puts the HOMO energy at -9.41 eV. The SMILES is Oc1conn1.

The geometry in ORCA input format:
```
! RIJCOSX wB97M-V def2-TZVPD def2/J DEFGRID3
* xyz 0 1
C -0.04 0.34 0.42
C -0.40 -0.50 -0.63
H -1.57 0.95 1.44
H -1.28 -0.99 -1.15
N 1.84 -0.41 -0.48
N 1.36 0.38 0.30
O -0.61 1.25 1.21
O 0.69 -1.03 -1.11
*
```

- Which value of molecular weight does entry 2 give?
  401.5 g/mol

- Number 5 is which compound?
  C2H2N2O2

- Which of these has the highest molecular weight?
  C3F13K5N2O17S7